Record 1
21
Properties=species:S:1:pos:R:3:forces:R:3:mulliken_spin:R:1 method="wB97M-V/def2-TZVPD" s2=0.755 total_charge=+1 relative_energy_kj_mol=180.4 spin_multiplicity=2 homo_energy_ev="-12.90 / -12.84" homo_lumo_gap_ev="9.3183 / 4.2857"
C 0.353 1.826 -0.319 -1.7 -0.6 -0.2 0.0189
N -0.562 0.689 -0.710 4.9 -0.4 0.6 0.7508
C -0.345 -0.531 0.081 -0.4 -0.5 0.2 0.0383
C -0.125 -0.378 1.585 -1.3 0.5 1.3 0.0062
C -1.390 -0.884 2.333 -0.7 1.0 -0.3 0.0067
N -1.451 -2.304 2.538 -0.3 -0.7 -0.5 0.0060
H -0.164 2.222 0.574 0.9 0.8 -0.6 0.0190
H 1.353 1.437 -0.091 -0.3 -0.3 0.5 0.0392
H 0.507 2.382 -1.246 -0.5 0.9 0.7 -0.0009
H -0.309 0.599 -1.698 -1.6 -0.7 -0.3 -0.0107
H 0.547 -1.062 -0.330 -0.3 0.5 -0.5 0.0759
H -1.187 -1.205 -0.123 0.2 -0.1 0.0 0.0342
H -0.034 0.665 1.884 0.2 0.1 -0.2 0.0021
H 0.729 -0.869 2.076 0.0 -0.1 -0.9 0.0069
H -2.253 -0.588 1.714 0.1 0.0 0.1 0.0028
H -1.579 -0.290 3.253 0.6 -0.6 -0.2 0.0042
H -2.172 -2.721 1.957 0.0 0.0 0.4 0.0004
H -0.612 -2.822 2.315 0.3 0.2 0.3 0.0001
H 2.165 1.006 -5.265 -0.2 -0.3 -0.2 0.0000
H 3.674 1.163 -5.242 0.1 0.0 -0.1 0.0000
O 2.856 1.665 -5.286 0.1 0.2 0.2 0.0000



Record 2
18
Properties=species:S:1:pos:R:3:forces:R:3:mulliken_charge:R:1 method="wB97M-V/def2-TZVPD" total_charge=0 relative_energy_kj_mol=148.3 homo_energy_ev=-9.31 homo_lumo_gap_ev=9.5809
C -1.209 0.978 -1.361 -0.5 -1.1 -1.3 -1.3528
C -0.403 -0.002 -0.513 0.3 2.3 0.5 0.9321
C -0.092 -1.224 -1.310 -1.0 -1.2 -1.3 -1.2453
C 0.048 0.358 0.740 -0.5 -1.3 -1.2 0.5583
C 0.944 -0.566 1.496 0.5 -1.0 -0.4 -0.5874
C -0.227 1.623 1.435 -0.6 0.1 -0.4 -0.4278
H -2.124 0.422 -1.716 0.7 0.5 0.3 0.3048
H -1.563 1.895 -0.924 0.2 0.1 0.4 0.3789
H -0.658 1.196 -2.316 -0.3 -0.1 0.9 0.3125
H 0.565 -1.968 -0.858 -0.2 0.4 -0.1 0.3444
H 0.272 -0.991 -2.367 -0.2 0.0 1.5 0.2945
H -1.088 -1.731 -1.535 1.0 0.5 0.4 0.3280
H 1.410 -0.046 2.349 0.0 -0.1 -0.3 0.3450
H 0.418 -1.469 1.907 0.2 0.8 -0.3 0.2754
H 2.430 -1.701 0.968 0.7 -0.7 0.4 0.3036
H 0.507 1.887 2.207 0.3 0.0 0.2 0.2861
O 1.941 -1.016 0.541 -0.3 0.8 0.7 -0.5520
O -1.170 2.357 1.259 -0.1 0.2 0.0 -0.4982



Record 3
13
Properties=species:S:1:pos:R:3:forces:R:3:mulliken_charge:R:1 method="wB97M-V/def2-TZVPD" total_charge=0 relative_energy_kj_mol=124.2 homo_energy_ev=-9.08 homo_lumo_gap_ev=10.0233
S -2.721 1.211 -1.025 2.1 -1.7 -0.3 -0.3113
H -2.227 0.338 -1.969 -1.1 0.6 -0.1 0.1309
C 0.243 0.167 1.505 0.3 0.1 -1.5 -0.9127
N 0.554 0.426 0.055 -1.9 -2.7 -0.1 -0.3077
C 0.951 -0.792 -0.737 -1.9 -1.2 2.1 -0.8386
H -0.364 0.995 1.889 0.1 -0.2 -0.1 0.2723
H -0.341 -0.761 1.559 0.5 0.2 0.4 0.3270
H 1.225 0.179 1.988 -0.5 -0.6 0.7 0.3622
H 1.270 1.060 0.128 2.1 1.8 -0.7 0.2223
H -1.493 0.701 -0.527 -1.0 1.2 0.4 0.1132
H 1.811 -1.413 -0.378 -0.4 0.7 0.0 0.3090
H 1.052 -0.613 -1.772 0.4 0.8 -1.1 0.3499
H 0.041 -1.499 -0.716 1.2 0.9 0.2 0.2836



Record 4
108
Properties=species:S:1:pos:R:3:forces:R:3:mulliken_charge:R:1 method="wB97M-V/def2-TZVPD" total_charge=0 homo_energy_ev=-9.12 homo_lumo_gap_ev=9.6470
C 1.076 3.320 4.153 1.1 1.3 0.0 -0.8643
C 0.224 2.338 4.077 -1.1 -0.9 -0.6 -0.9338
C 0.628 1.062 3.353 -0.6 -0.8 -0.8 2.1044
C 0.512 0.996 1.818 0.6 0.9 -0.2 0.3865
C 0.597 2.337 1.054 0.6 -0.7 -0.7 0.4354
C 2.029 2.669 0.533 -1.2 0.7 -0.6 -1.3733
C 2.205 2.340 -0.964 1.1 -0.4 0.7 -1.4612
C 2.489 0.830 -1.182 -0.2 0.3 -0.7 -0.1045
C 1.550 0.098 -2.158 0.3 -0.3 1.2 -0.7459
C 0.067 0.375 -1.964 -0.8 -0.1 -1.4 1.3736
C -0.721 -0.058 -3.243 0.3 -0.7 0.8 -0.9061
C -1.396 -1.441 -3.100 0.3 0.5 -0.6 -0.5841
C -0.423 -2.559 -2.675 -0.8 0.9 0.0 -0.4403
C 2.058 0.750 3.894 -3.5 0.8 1.1 -0.1007
O 3.073 0.837 3.317 2.4 -0.2 -1.0 -0.5396
N 1.856 0.329 5.239 0.5 -1.3 -0.1 -0.3700
C 0.447 -0.061 5.417 -0.7 -1.1 -0.6 -1.3635
C -0.029 -0.225 3.949 0.5 1.6 1.6 -1.1053
C -1.509 -0.450 3.704 0.0 -0.2 -1.4 -0.3108
C -1.780 -1.535 2.636 0.8 -0.7 0.3 0.4243
C -0.767 -2.651 2.454 0.4 0.5 0.3 -1.4800
N -2.791 -1.514 1.885 -0.7 0.7 0.0 -0.5251
H 1.087 4.028 4.969 -0.6 0.7 -0.4 0.3414
H 1.849 3.416 3.401 0.7 -0.4 0.5 0.2177
H -0.750 2.489 4.532 0.1 -0.7 0.6 0.3750
H 1.363 0.401 1.484 -0.1 -0.2 0.0 0.1102
H -0.378 0.469 1.471 -0.2 0.0 0.4 -0.8061
H -0.012 2.216 0.159 -0.2 0.2 0.0 -0.6732
H 0.174 3.185 1.587 0.0 -0.1 0.3 0.9332
H 2.803 2.168 1.112 0.1 0.2 0.1 0.5379
H 2.122 3.755 0.600 0.4 0.0 0.3 0.4361
H 3.103 2.879 -1.276 0.0 0.1 -0.2 0.5450
H 1.391 2.737 -1.566 -0.2 -0.1 0.1 0.5126
H 3.494 0.741 -1.601 0.1 -0.1 0.1 0.0826
H 2.526 0.327 -0.218 -0.1 -0.1 0.0 0.1675
H 1.883 0.258 -3.184 -0.2 0.4 -0.1 0.2794
H 1.694 -0.971 -1.986 0.2 -0.1 -0.1 0.1769
H -0.167 1.425 -1.805 0.2 0.1 0.1 0.0643
H -0.367 -0.178 -1.126 0.3 0.1 0.3 -0.5920
H -1.468 0.692 -3.496 -0.1 0.0 -0.1 0.2546
H 0.001 -0.144 -4.058 -0.1 0.2 -0.2 0.1584
H -1.786 -1.695 -4.087 -0.2 0.0 0.0 0.5463
H -2.247 -1.329 -2.425 0.0 -0.3 0.1 0.2547
H 0.523 -2.399 -3.183 0.1 -0.2 0.0 -0.3846
H -0.280 -2.489 -1.597 0.3 -0.3 0.0 0.1445
H -0.848 -3.516 -2.964 0.2 -0.2 0.2 0.4652
H 2.382 -0.541 5.319 0.5 0.5 0.5 0.3854
H -0.157 0.601 6.033 0.2 0.5 -0.2 0.4649
H 0.323 -1.039 5.889 0.5 0.0 0.3 0.5094
H 0.658 -1.001 3.613 -0.6 -0.4 -0.3 0.8211
H -1.910 0.475 3.282 -0.3 0.0 0.1 0.0844
H -2.091 -0.663 4.601 0.2 -0.2 0.1 0.7728
H -0.658 -3.255 3.356 0.0 0.0 0.0 0.2856
H 0.201 -2.201 2.234 0.1 -0.2 0.0 0.2074
H -1.010 -3.285 1.606 -0.2 -0.1 0.1 0.5238
H -2.753 -2.323 1.270 -0.2 0.1 -0.1 0.2266
C -4.761 2.934 -0.753 0.0 -0.2 -0.2 -0.7326
C -4.296 2.188 0.491 0.0 0.2 -0.1 -0.1469
C -2.973 1.608 0.032 0.0 -0.3 -0.1 0.9455
O -2.436 2.523 -0.925 0.0 0.1 -0.1 -0.4395
C -3.442 3.470 -1.298 0.0 0.1 0.1 -0.6035
H -5.486 3.721 -0.551 0.0 0.0 0.0 0.3892
H -5.207 2.234 -1.465 0.0 0.0 0.0 0.2822
H -4.132 2.887 1.307 0.0 0.0 0.0 0.1953
H -4.992 1.425 0.832 0.0 0.0 0.0 0.1259
H -3.109 0.638 -0.461 0.0 0.0 0.1 -0.0538
H -2.264 1.482 0.852 0.0 0.0 -0.1 -0.6739
H -3.188 4.434 -0.846 -0.1 0.0 0.0 0.2753
H -3.448 3.587 -2.383 0.1 0.0 0.0 0.3651
C -5.211 0.252 4.891 0.1 0.1 0.1 -0.4957
C -5.821 1.521 5.473 -0.1 0.0 0.0 -0.6479
C -5.095 2.604 4.686 0.2 0.0 0.0 -0.5017
O -4.800 2.048 3.401 -0.1 0.0 0.5 -0.2684
C -5.031 0.634 3.430 -0.1 0.0 0.0 0.2329
H -5.828 -0.636 5.025 0.0 0.0 0.0 0.4754
H -4.237 0.063 5.352 0.0 0.0 0.0 0.0425
H -6.891 1.553 5.254 0.0 0.0 0.0 0.2621
H -5.692 1.620 6.550 0.0 0.0 0.0 0.3965
H -4.149 2.878 5.166 0.0 0.0 0.1 0.2245
H -5.694 3.508 4.562 0.0 0.0 -0.1 0.3003
H -5.942 0.426 2.857 0.0 -0.1 0.0 0.3834
H -4.194 0.116 2.970 -0.1 0.0 -0.2 -0.3464
C 6.196 -2.535 -1.238 0.1 -0.2 0.0 -0.5950
C 5.987 -1.581 -2.404 -0.1 0.2 0.0 -0.6006
C 4.765 -2.180 -3.080 -0.1 -0.2 -0.1 0.3078
O 3.985 -2.806 -2.054 0.3 0.1 0.0 -0.4261
C 4.764 -2.873 -0.853 -0.2 0.1 0.1 -0.3204
H 6.767 -2.107 -0.415 0.0 0.0 0.0 0.3678
H 6.713 -3.434 -1.581 0.0 0.0 0.0 0.2534
H 5.754 -0.581 -2.029 0.0 0.0 0.0 0.1780
H 6.846 -1.503 -3.069 0.0 0.0 0.0 0.4029
H 5.050 -2.954 -3.802 0.1 0.1 -0.1 0.1762
H 4.159 -1.432 -3.596 -0.1 0.0 0.1 -0.2034
H 4.359 -2.141 -0.144 0.1 0.0 0.1 0.1344
H 4.671 -3.868 -0.416 -0.1 0.0 0.0 0.2953
C 2.885 -1.747 -6.616 0.1 0.2 0.1 0.0083
C 2.944 -3.262 -6.487 0.0 -0.1 -0.2 -0.5454
C 1.609 -3.559 -5.820 0.0 0.1 0.2 -0.1040
O 0.695 -2.551 -6.262 0.1 0.0 0.0 -0.4079
C 1.415 -1.510 -6.922 -0.1 0.0 -0.1 -0.4870
H 3.547 -1.345 -7.382 0.0 0.0 0.0 0.4304
H 3.144 -1.284 -5.661 0.0 0.0 0.0 -0.2407
H 2.986 -3.717 -7.480 0.0 0.0 0.0 0.2822
H 3.797 -3.621 -5.912 0.0 0.0 0.0 0.2811
H 1.696 -3.484 -4.731 0.1 -0.1 0.0 -0.0121
H 1.214 -4.544 -6.073 -0.1 0.0 0.0 0.3208
H 1.215 -1.579 -7.997 0.0 0.1 0.0 0.2836
H 1.060 -0.542 -6.566 -0.1 0.0 0.0 0.2892



Record 5
9
Properties=species:S:1:pos:R:3:forces:R:3:mulliken_charge:R:1 method="wB97M-V/def2-TZVPD" total_charge=+1 relative_energy_kj_mol=541.9 homo_energy_ev="-14.74 / -14.95" homo_lumo_gap_ev="7.5829 / 7.8902"
C 0.934 -2.097 0.609 2.6 -3.0 0.8 -0.1431
N -1.285 0.986 -0.561 -1.0 -0.1 0.7 -0.6208
N 0.561 -0.973 0.927 -1.4 1.6 -1.1 0.4558
O 0.040 0.075 0.875 0.9 -0.6 0.7 -0.2351
H 1.882 -2.448 1.223 -2.0 0.5 -1.1 0.2738
H 0.499 -2.845 -0.137 0.2 1.6 0.8 0.3200
H -1.362 0.750 -1.567 0.8 1.0 0.7 0.3022
H -2.216 0.622 -0.184 1.8 1.6 -0.1 0.3185
H -0.854 1.937 -0.198 -1.9 -2.6 -1.5 0.3286



Record 6
11
Properties=species:S:1:pos:R:3:forces:R:3:mulliken_charge:R:1 method="wB97M-V/def2-TZVPD" total_charge=0 relative_energy_kj_mol=269.5 homo_energy_ev=-8.90 homo_lumo_gap_ev=9.6033
C -1.814 0.029 -0.301 -0.2 -0.1 0.1 -0.7291
N -0.607 0.057 -1.141 0.1 0.0 -0.1 -0.2604
C 0.602 -0.204 -0.677 0.0 0.2 0.2 0.3773
O 1.689 -0.219 2.183 0.3 0.0 0.1 -0.4663
C 1.645 -0.492 -0.093 -0.8 0.2 -0.1 -0.4492
C 2.297 -0.109 1.138 -0.1 0.1 0.3 0.1015
H -2.621 -0.500 -0.818 0.2 0.0 0.0 0.2707
H -2.170 1.042 -0.074 0.2 -0.1 -0.1 0.2932
H -1.626 -0.470 0.651 0.2 0.0 -0.3 0.2939
H -0.711 0.553 -2.016 0.2 -0.1 0.1 0.2428
H 3.317 0.314 1.147 -0.1 -0.2 -0.3 0.3258



Number 1: largest force on an atom 4.93 eV Å⁻¹. Number 2: largest force on an atom 2.37 eV Å⁻¹. Number 3: largest force on an atom 3.33 eV Å⁻¹. Number 4: largest force on an atom 3.75 eV Å⁻¹. Number 5: largest force on an atom 4.03 eV Å⁻¹. Number 6: largest force on an atom 0.82 eV Å⁻¹.